The following is a DFT calculation (ωB97M-V/def2-TZVPD) of a cluster of 2 separate species, C4H11NO in total.

As for the SMILES: CC(N)=O.CC. As for the charge: 0. The HOMO energy comes out at -9.84 eV.

Cartesian coordinates (Å):
1 C -0.7835 0.4596 1.7201
2 C -0.2119 1.7782 1.2215
3 N -0.6331 2.1688 -0.0154
4 O 0.5917 2.3866 1.8928
5 H 0.0747 -0.2083 1.7001
6 H -1.7109 0.1143 1.2791
7 H -1.1692 0.6903 2.7186
8 H -0.3938 3.0773 -0.3963
9 H -1.2336 1.6044 -0.5691
10 C 0.1359 -1.0343 -1.3612
11 C 1.3168 -1.9937 -1.0273
12 H -0.6716 -1.6104 -1.8453
13 H -0.2415 -0.5370 -0.4833
14 H 0.3196 -0.2253 -2.0739
15 H 1.8320 -1.6871 -0.1270
16 H 1.9597 -2.0600 -1.8984
17 H 0.8186 -2.9234 -0.7349

=====

The following is a DFT calculation (ωB97M-V/def2-TZVPD) of the ion C2H5N2O with charge +1.

As for the SMILES: C[N+](N)=C=O. As for the charge: +1. The HOMO energy comes out at -15.22 eV.

Cartesian coordinates (Å):
1 C 0.1108 0.9846 -0.0949
2 N 0.8083 -0.3328 -0.1143
3 N 0.0260 -1.4429 -0.0433
4 C 2.0893 -0.1662 -0.0575
5 O 3.2028 0.0268 -0.1855
6 H -1.0215 0.7594 -0.3588
7 H 0.1816 1.5705 0.8283
8 H 0.6731 1.7902 -0.7664
9 H 0.5186 -2.3410 -0.3221
10 H -0.6803 -1.4937 0.6828

=====

The following is a DFT calculation (ωB97M-V/def2-TZVPD) of a cluster of 4 separate species, C41H64B2ClN8O11 in total.

As for the charge: +1. The HOMO energy comes out at -11.29 eV.

Cartesian coordinates (Å):
1 C 2.2271 -2.6542 3.0581
2 C 2.2440 -2.0119 1.6554
3 C 3.6722 -1.7653 1.1695
4 Cl 4.2721 -0.2967 2.0133
5 C 3.9041 -1.7664 -0.3837
6 N 4.2970 -3.1022 -0.8204
7 C 4.3063 -3.2927 -2.2843
8 C 3.4805 -4.1794 -0.2523
9 C 4.1218 -5.0602 0.7814
10 O 2.3805 -4.3805 -0.6511
11 C 2.8673 -1.0161 -1.2644
12 B 1.3008 -1.4119 -1.3858
13 N 0.8908 -2.1761 -2.5291
14 O 0.3498 -0.9908 -0.4890
15 N 3.2664 0.4010 -0.9256
16 C 2.5181 1.4544 -1.6251
17 C 1.2949 1.9519 -0.8598
18 C 1.5559 2.1686 0.6339
19 C 0.3817 2.9168 1.2871
20 C -0.8145 2.0288 1.6375
21 C -1.7443 1.6698 0.4729
22 C -3.2147 1.4219 0.8624
23 C -3.6940 0.0682 0.3021
24 C -3.5063 -1.0159 1.3645
25 C -3.7270 -2.4531 0.8995
26 C -2.7774 -2.8599 -0.2595
27 C -1.8907 -4.0588 0.1019
28 O -0.6540 -3.6559 0.7182
29 C -0.6891 -3.7184 2.1345
30 C 4.6145 0.3363 -1.0887
31 N 5.3636 1.2909 -1.6774
32 N 5.0864 -0.8092 -0.5987
33 C 6.4587 -1.2660 -0.7906
34 B 7.1406 -1.8388 0.5532
35 O 8.1880 -1.1505 1.1344
36 O 6.6938 -2.9835 1.1439
37 H 2.1868 -3.7424 2.9724
38 H 3.0970 -2.3557 3.6412
39 H 1.3255 -2.3513 3.5890
40 H 1.7265 -2.6753 0.9656
41 H 1.7093 -1.0645 1.6995
42 H 4.3221 -2.5357 1.5755
43 H 4.8841 -4.1932 -2.5022
44 H 4.8077 -2.4616 -2.7787
45 H 3.3119 -3.4209 -2.7101
46 H 3.5351 -5.9744 0.8638
47 H 5.1347 -5.3385 0.4912
48 H 4.1339 -4.5852 1.7611
49 H 3.2024 -1.0777 -2.3107
50 H 1.6112 -2.3107 -3.2252
51 H 0.4741 -3.0674 -2.2745
52 H -0.1607 -1.7120 -0.0915
53 H 2.2555 1.0807 -2.6251
54 H 3.1774 2.3077 -1.7856
55 H 1.0345 2.9259 -1.2852
56 H 0.4408 1.3049 -1.0510
57 H 1.6490 1.2099 1.1478
58 H 2.4644 2.7677 0.7320
59 H 0.7241 3.3458 2.2321
60 H 0.0548 3.7191 0.6200
61 H -1.3779 2.4599 2.4662
62 H -0.4275 1.0692 2.0102
63 H -1.3803 0.7325 0.0408
64 H -1.7125 2.4417 -0.2956
65 H -3.3402 1.3667 1.9465
66 H -3.8234 2.2205 0.4424
67 H -4.7442 0.1161 0.0007
68 H -3.1256 -0.1579 -0.6041
69 H -2.5082 -0.9358 1.8146
70 H -4.2279 -0.7850 2.1545
71 H -3.5006 -3.1220 1.7367
72 H -4.7787 -2.6263 0.6619
73 H -3.3561 -3.1303 -1.1443
74 H -2.1155 -2.0271 -0.5018
75 H -1.6160 -4.5938 -0.8099
76 H -2.4221 -4.7359 0.7743
77 H 0.3389 -3.6964 2.4976
78 H -1.1377 -4.6531 2.4845
79 H -1.2594 -2.8892 2.5671
80 H 5.1241 1.6926 -2.5650
81 H 6.1457 1.6914 -1.1878
82 H 6.5545 -1.9939 -1.6010
83 H 7.0623 -0.4070 -1.0811
84 H 9.0309 -1.4670 0.7947
85 H 6.2948 -3.5704 0.4943
86 C -2.6147 9.2455 -0.2392
87 C -2.0218 8.5691 0.8151
88 C -2.1236 7.1902 0.8984
89 C -2.8187 6.5159 -0.0863
90 C -3.4284 7.1718 -1.1437
91 C -3.3223 8.5491 -1.2142
92 N -2.9121 5.0515 -0.0109
93 O -2.3899 4.4948 0.9353
94 O -3.5031 4.4713 -0.9014
95 H -2.5310 10.3224 -0.3022
96 H -1.4825 9.1136 1.5760
97 H -1.6679 6.6559 1.7181
98 H -3.9712 6.6186 -1.8954
99 H -3.7886 9.0815 -2.0316
100 C 0.8418 -5.1818 -4.5550
101 C 1.2076 -5.9512 -3.4568
102 C 1.0603 -7.3292 -3.5000
103 C 0.5512 -7.9096 -4.6453
104 C 0.1766 -7.1622 -5.7453
105 C 0.3247 -5.7852 -5.6939
106 N 0.4114 -9.3778 -4.6967
107 O 0.7308 -10.0033 -3.7078
108 O -0.0107 -9.8631 -5.7230
109 H 0.9539 -4.1051 -4.5294
110 H 1.6085 -5.4978 -2.5593
111 H 1.3375 -7.9420 -2.6553
112 H -0.2224 -7.6443 -6.6252
113 H 0.0367 -5.1833 -6.5448
114 C -8.0653 5.8606 3.3481
115 C -7.1091 5.9042 2.3415
116 C -5.9858 6.7018 2.4855
117 C -5.8420 7.4418 3.6451
118 C -6.7832 7.4174 4.6570
119 C -7.9040 6.6178 4.5010
120 N -4.6414 8.2763 3.8087
121 O -3.8413 8.2879 2.8902
122 O -4.5149 8.8974 4.8400
123 H -8.9398 5.2340 3.2335
124 H -7.2372 5.3156 1.4435
125 H -5.2357 6.7474 1.7093
126 H -6.6452 8.0093 5.5493
127 H -8.6512 6.5847 5.2816

=====

The following is a DFT calculation (ωB97M-V/def2-TZVPD) of a structure of composition C36H42ClFeIN2O7S2Si.

As for the charge: -2. The HOMO energy (alpha / beta) comes out at -2.43 / -2.41 eV.

Cartesian coordinates (Å):
1 Fe -0.1167 -1.9799 0.6546
2 Cl 4.6464 -3.1141 5.1176
3 C 3.1779 -2.5680 4.3285
4 C 2.0849 -2.2531 5.0825
5 C 0.9078 -1.8235 4.4756
6 I -0.7037 -1.2648 5.6711
7 C 0.7483 -1.6766 3.0913
8 O -0.2976 -1.2635 2.5048
9 C 1.9448 -2.0067 2.3131
10 N 1.8251 -1.8423 0.9690
11 C 2.8532 -2.1087 0.1913
12 C 4.0872 -2.5379 0.7061
13 C 4.2262 -2.7120 2.0590
14 C 3.1344 -2.4447 2.9252
15 H 2.1360 -2.3368 6.1599
16 H 2.7024 -1.9654 -0.8719
17 H 4.9053 -2.7401 0.0286
18 H 5.1636 -3.0512 2.4803
19 O -0.1915 -2.5182 -1.4290
20 C -1.5538 -2.5592 -1.9180
21 C -2.5613 -2.4018 -0.7247
22 O -3.7503 -2.4953 -1.0174
23 O -2.0597 -2.1829 0.4067
24 C -1.7843 -3.9142 -2.5663
25 C -2.8857 -4.1066 -3.3974
26 C -3.1269 -5.3443 -3.9651
27 C -2.2771 -6.4127 -3.7034
28 C -1.1916 -6.2298 -2.8635
29 C -0.9431 -4.9857 -2.2989
30 C -1.7117 -1.4272 -2.9244
31 C -0.9637 -1.4799 -4.0976
32 C -0.9956 -0.4377 -5.0104
33 C -1.7921 0.6710 -4.7630
34 C -2.5491 0.7252 -3.6018
35 C -2.5073 -0.3136 -2.6846
36 H 0.2257 -1.7193 -1.7890
37 H -3.5598 -3.2805 -3.5763
38 H -3.9902 -5.4805 -4.6063
39 H -2.4725 -7.3845 -4.1400
40 H -0.5415 -7.0593 -2.6175
41 H -0.1115 -4.8530 -1.6242
42 H -0.3517 -2.3523 -4.2926
43 H -0.3996 -0.4915 -5.9132
44 H -1.8181 1.4923 -5.4699
45 H -3.1654 1.5909 -3.3961
46 H -3.0849 -0.2588 -1.7746
47 C -2.5619 3.7624 1.6794
48 C -2.0806 2.3519 2.0091
49 C -2.2495 2.0530 3.4954
50 C -2.8417 1.3178 1.1863
51 O -0.6810 2.2880 1.7714
52 Si 0.2157 2.0642 0.4123
53 S -0.0604 0.2519 -0.4897
54 O 1.7562 2.4667 0.8629
55 C 2.3636 2.7353 2.1157
56 C 1.8495 4.0679 2.6553
57 C 3.8610 2.8300 1.8343
58 C 2.0891 1.6130 3.1041
59 O -0.2404 3.2853 -0.6143
60 C 0.3883 3.8109 -1.7598
61 C -0.7313 4.2504 -2.7007
62 C 1.2705 2.7767 -2.4539
63 C 1.2272 5.0131 -1.3259
64 H -3.6358 3.8460 1.8568
65 H -2.3504 3.9926 0.6350
66 H -2.0436 4.4922 2.3041
67 H -3.2976 2.1358 3.7899
68 H -1.6600 2.7568 4.0865
69 H -1.8999 1.0437 3.7090
70 H -3.9023 1.3506 1.4447
71 H -2.4593 0.3151 1.3715
72 H -2.7328 1.5186 0.1200
73 H 2.0448 4.8621 1.9326
74 H 2.3466 4.3161 3.5961
75 H 0.7767 4.0081 2.8242
76 H 4.0521 3.6030 1.0885
77 H 4.2237 1.8781 1.4473
78 H 4.4119 3.0724 2.7448
79 H 1.0179 1.4767 3.2487
80 H 2.5531 1.8255 4.0704
81 H 2.5040 0.6843 2.7227
82 H -1.3397 3.3859 -2.9673
83 H -0.3267 4.6937 -3.6125
84 H -1.3681 4.9834 -2.2038
85 H 0.6885 1.8925 -2.7140
86 H 2.0781 2.4585 -1.7951
87 H 1.7011 3.2098 -3.3598
88 H 0.5925 5.7471 -0.8281
89 H 1.7112 5.4857 -2.1837
90 H 1.9911 4.6843 -0.6230
91 S -0.4767 -6.7068 1.2147
92 C -0.1761 -5.0925 1.1104
93 N 0.0899 -3.9593 1.0591

=====

The following is a DFT calculation (ωB97M-V/def2-TZVPD) of a structure of composition C37H34BF4InN4O5PS.

As for the charge: +1. The HOMO energy comes out at -10.35 eV.

Cartesian coordinates (Å):
1 In -0.1176 -0.8037 0.5264
2 C 2.7740 1.5974 1.4238
3 O 1.3923 1.5974 1.6911
4 C 1.1015 1.3995 3.0613
5 C -0.3675 1.7416 3.3181
6 O -1.2413 0.8870 2.6250
7 C -2.1261 0.1176 3.4077
8 C -1.4303 -1.0496 4.1183
9 O -0.8488 -1.9530 3.2003
10 C -1.6748 -3.0546 2.8769
11 H 3.2466 2.4869 1.8574
12 H 3.2677 0.7035 1.8199
13 H 2.8915 1.6104 0.3422
14 H 1.2872 0.3526 3.3404
15 H 1.7345 2.0580 3.6753
16 H -0.5600 1.7156 4.3968
17 H -0.5448 2.7594 2.9522
18 H -2.6435 0.7508 4.1415
19 H -2.8496 -0.2739 2.6952
20 H -0.6143 -0.6691 4.7426
21 H -2.1525 -1.5663 4.7607
22 H -1.7649 -3.7290 3.7366
23 H -2.6665 -2.7348 2.5539
24 H -1.1841 -3.5665 2.0541
25 S 3.0151 -8.7505 0.0617
26 N 3.4735 -7.4658 0.9248
27 C 2.6316 -6.4699 0.6919
28 C 2.6930 -5.1517 1.2480
29 C 3.6641 -4.7466 2.1701
30 C 3.6480 -3.4452 2.6256
31 C 2.6615 -2.5896 2.1380
32 N 1.7345 -2.9589 1.2863
33 C 1.7198 -4.2134 0.8381
34 C 0.6522 -4.5923 -0.0753
35 N -0.2604 -3.6661 -0.3770
36 C -1.2612 -3.9817 -1.1687
37 C -1.4275 -5.2537 -1.7211
38 C -0.4910 -6.2240 -1.4398
39 C 0.5807 -5.9001 -0.6009
40 C 1.6011 -6.8344 -0.2284
41 N 1.7241 -8.0865 -0.6439
42 H 4.4039 -5.4595 2.4998
43 H 4.3788 -3.0905 3.3361
44 H 2.6086 -1.5558 2.4563
45 H -1.9652 -3.1833 -1.3652
46 H -2.2750 -5.4670 -2.3541
47 H -0.5599 -7.2239 -1.8405
48 O 1.4921 -0.1823 -2.2836
49 C 0.9894 0.8754 -2.4790
50 O 0.1176 1.4233 -1.5464
51 C 1.1787 1.8155 -3.5984
52 C 1.9637 1.6103 -4.7231
53 C 2.0886 2.6422 -5.6433
54 C 1.4317 3.8499 -5.4446
55 C 0.6228 4.0510 -4.3328
56 C 0.5061 3.0288 -3.4082
57 P -0.4143 2.9029 -1.8544
58 C -2.1862 2.8587 -2.0992
59 C -3.0333 3.8080 -1.5390
60 C -4.3992 3.6575 -1.7026
61 C -4.9055 2.5813 -2.4150
62 C -4.0503 1.6585 -2.9998
63 C -2.6854 1.7977 -2.8529
64 C 0.3255 3.9263 -0.5672
65 C -0.3368 4.1914 0.6245
66 C 0.3170 4.9233 1.6021
67 C 1.6181 5.3561 1.4020
68 C 2.2822 5.0609 0.2210
69 C 1.6360 4.3547 -0.7746
70 H 2.4532 0.6615 -4.8675
71 H 2.7027 2.5101 -6.5201
72 H 1.5475 4.6461 -6.1645
73 H 0.1077 4.9877 -4.1897
74 H -2.6344 4.6415 -0.9782
75 H -5.0698 4.3750 -1.2540
76 H -5.9715 2.4439 -2.4906
77 H -4.4462 0.8022 -3.5210
78 H -2.0142 1.0558 -3.2608
79 H -1.3319 3.8011 0.7812
80 H -0.1838 5.1576 2.5294
81 H 2.1218 5.9228 2.1696
82 H 3.2997 5.3875 0.0776
83 H 2.1420 4.1385 -1.7058
84 F -2.3825 1.0160 -0.0158
85 B -3.0626 -0.1565 -0.3965
86 F -2.3339 -0.7087 -1.4592
87 F -3.0208 -1.0581 0.6573
88 F -4.3405 0.1180 -0.7562

=====

The following is a DFT calculation (ωB97M-V/def2-TZVPD) of a cluster of 2 separate species, C3H9NO3 in total.

As for the SMILES: N[C@@H](C=O)CO.O. As for the charge: 0. The HOMO energy comes out at -9.46 eV.

Cartesian coordinates (Å):
1 N 0.1932 0.8634 0.9926
2 C 0.8581 0.2322 -0.1214
3 C 0.5851 -1.2498 -0.3197
4 O 0.3126 -1.7115 -1.4052
5 C 0.5904 0.9836 -1.4483
6 O 0.7016 2.3866 -1.2367
7 H 0.2760 0.3333 1.8317
8 H -0.7599 1.1544 0.8207
9 H 1.9380 0.3035 0.0666
10 H 0.5287 -1.9967 0.4892
11 H -0.4004 0.6677 -1.7798
12 H 1.3487 0.7543 -2.1887
13 H 0.4250 2.5444 -0.3357
14 O -1.9875 -1.5201 1.7907
15 H -2.4442 -2.3444 1.9878
16 H -2.1654 -1.4009 0.8562

=====

The following is a DFT calculation (ωB97M-V/def2-TZVPD) of an isolated molecule of CH6N2S2.

As for the SMILES: NNC(S)S. As for the charge: 0. The HOMO energy comes out at -9.35 eV.

Cartesian coordinates (Å):
1 N -1.9119 0.4113 0.1501
2 N -0.5889 0.3646 0.7648
3 C 0.5357 0.3887 -0.1062
4 S 1.9727 0.2288 0.9452
5 S 0.5641 -0.9457 -1.5017
6 H -1.9914 -0.2306 -0.7223
7 H -2.2654 1.3717 -0.1849
8 H -0.5616 -0.3740 1.4949
9 H 0.5766 1.5688 -0.5904
10 H 2.1141 -1.1086 0.6950
11 H 1.5560 -1.6749 -0.9445

=====

The following is a DFT calculation (ωB97M-V/def2-TZVPD) of a cluster of 2 separate species, C3H2ClNO in total.

As for the SMILES: O=C=CCl.C#N. As for the charge: 0. The HOMO energy comes out at -9.25 eV.

Cartesian coordinates (Å):
1 O 0.9163 2.1015 -0.3138
2 C 0.9991 1.0125 0.0761
3 C 1.0790 -0.2135 0.4878
4 Cl 2.3509 -1.2565 -0.1175
5 H 0.4333 -0.6458 1.2306
6 C -1.9222 -0.3428 -0.4796
7 N -2.1541 -0.0108 0.5834
8 H -1.7024 -0.6445 -1.4670

=====

The following is a DFT calculation (ωB97M-V/def2-TZVPD) of a structure of composition C35H28BIN6O4Zr.

As for the charge: +2. The HOMO energy comes out at -13.38 eV.

Cartesian coordinates (Å):
1 Zr -0.0511 0.4149 -0.4641
2 C 0.6164 -4.1330 -0.0363
3 C 0.0488 -2.9076 -0.3787
4 N 0.7944 -1.8031 -0.4403
5 C 2.1125 -1.9258 -0.1755
6 C 2.6351 -3.1454 0.2298
7 N 1.8914 -4.2430 0.2929
8 C 2.9263 -0.7006 -0.3431
9 C 4.2914 -0.6484 -0.1445
10 C 4.9691 0.5568 -0.3325
11 C 4.2297 1.6700 -0.7337
12 C 2.8649 1.5535 -0.9117
13 N 2.2305 0.3830 -0.7256
14 C 1.9899 2.6574 -1.3647
15 C 2.4216 3.9627 -1.5460
16 N 1.6151 4.9070 -2.0181
17 C 0.3724 4.5589 -2.3085
18 C -0.1037 3.2685 -2.0809
19 N 0.7058 2.3268 -1.6034
20 C 6.4249 0.6470 -0.1205
21 C 7.2719 -0.3971 -0.4780
22 C 8.6327 -0.2508 -0.2471
23 N 9.1691 0.8261 0.3137
24 C 8.3552 1.8171 0.6571
25 C 6.9824 1.7847 0.4562
26 H 0.0058 -5.0265 -0.0160
27 H -1.0082 -2.8251 -0.5902
28 H 3.6750 -3.2470 0.5086
29 H 4.8438 -1.5225 0.1651
30 H 4.7367 2.6022 -0.9331
31 H 3.4333 4.2612 -1.3064
32 H -0.2844 5.3154 -2.7181
33 H -1.1343 2.9995 -2.2712
34 H 6.9054 -1.2934 -0.9609
35 H 9.3192 -1.0394 -0.5310
36 H 8.8177 2.6813 1.1189
37 H 6.3767 2.6213 0.7784
38 I 2.3804 6.6790 4.9044
39 C 1.6206 5.0807 3.8405
40 C 2.2081 3.8211 3.9735
41 C 1.7051 2.7515 3.2622
42 C 0.6125 2.9388 2.4095
43 C 0.0169 4.1966 2.2880
44 C 0.5229 5.2651 3.0004
45 C 0.1121 1.8244 1.6302
46 O -0.8399 1.9614 0.7600
47 O 0.6565 0.6662 1.6327
48 H 3.0474 3.6852 4.6410
49 H 2.1413 1.7674 3.3672
50 H -0.8438 4.3294 1.6463
51 H 0.0657 6.2406 2.9147
52 C -7.5778 -2.9843 -2.1545
53 C -6.8594 -3.3713 -0.8631
54 C -7.7813 -3.0525 0.3212
55 C -6.5664 -4.8792 -0.8950
56 C -5.5352 -2.6261 -0.7019
57 C -4.7993 -2.7995 0.4820
58 C -3.5817 -2.1764 0.7195
59 C -3.1296 -1.3769 -0.3049
60 O -1.9441 -0.6112 -0.3949
61 B -1.9989 0.0542 -1.6733
62 O -3.1356 -0.3113 -2.3160
63 C -3.8229 -1.1835 -1.4779
64 C -5.0360 -1.7963 -1.7076
65 H -8.5301 -3.5110 -2.2063
66 H -7.0073 -3.2678 -3.0411
67 H -7.7934 -1.9157 -2.2056
68 H -8.7392 -3.5537 0.1808
69 H -7.9712 -1.9816 0.4040
70 H -7.3732 -3.4007 1.2700
71 H -7.4989 -5.4333 -1.0041
72 H -6.0856 -5.2156 0.0243
73 H -5.9192 -5.1373 -1.7346
74 H -5.1958 -3.4438 1.2537
75 H -3.0404 -2.3112 1.6454
76 H -5.5668 -1.6283 -2.6317

=====

The following is a DFT calculation (ωB97M-V/def2-TZVPD) of a cluster of 2 separate species, C4H8NOS in total.

As for the charge: +1. The HOMO energy comes out at -13.68 eV.

Cartesian coordinates (Å):
1 C -2.8294 1.2718 0.3634
2 C -1.5749 0.9487 0.7010
3 C -0.6885 -1.2386 -0.6187
4 C -0.7111 0.0742 0.0891
5 N 3.4777 -0.2037 0.3430
6 O -0.5287 -1.3796 -1.9724
7 S 0.8894 -0.3597 0.4254
8 H -3.2869 2.1478 0.7469
9 H -3.3510 0.8077 -0.4161
10 H -1.0598 1.5761 1.5106
11 H -1.2253 -2.0268 -0.1895
12 H 3.8878 0.6403 0.3293
13 H 3.5520 -0.7530 1.2392
14 H 4.0142 -0.9252 -0.1818
15 H -0.5655 -0.5799 -2.3693

=====

Computed values of energy (unit: Ha) for the preceding records, in sequence: -288.999213, -263.584164, -3375.943320, -5141.080702, -3379.656076, -400.148127, -947.501562, -705.630059, -2349.333756, -685.006503.